(1)
Formula: C24H24N3O2
Source: the OMol25 dataset
Level of theory: the ωB97M-V functional and the def2-TZVPD basis

Calculated values
LUMO level	-4.4	eV
energy above the lowest of the compared OMol25 structures with the same formula, charge and spin	2.4244	eV

Structure (ORCA input):
```
! wB97M-V def2-TZVPD RIJCOSX def2/J DEFGRID3
* xyz 1 1
C -2.55 0.24 -0.06
C -2.89 -0.12 -1.35
N -3.24 -0.31 -2.46
N -1.77 -0.58 0.72
C -1.46 -0.18 2.02
C -0.73 -1.00 2.84
C -0.27 -2.24 2.39
C -0.57 -2.62 1.09
C -1.32 -1.80 0.26
H -2.83 1.21 0.33
H -1.83 0.81 2.30
H -0.52 -0.64 3.85
H 0.32 -2.89 3.04
H -0.23 -3.57 0.68
H -1.58 -2.07 -0.76
C -7.67 4.39 -2.85
O -8.45 3.19 -2.69
C -7.95 2.23 -1.88
C -8.73 1.06 -1.69
C -8.28 0.06 -0.86
C -7.06 0.18 -0.16
C -6.60 -0.89 0.73
C -6.14 -0.71 1.99
C -5.69 -1.82 2.89
N -5.73 -3.19 2.24
C -4.68 -3.58 1.47
C -4.75 -4.77 0.76
C -5.91 -5.54 0.81
C -6.98 -5.10 1.58
C -6.88 -3.91 2.29
C -6.19 0.67 2.63
C -4.90 1.17 3.24
O -7.21 1.35 2.69
C -6.28 1.33 -0.37
C -6.70 2.34 -1.22
H -8.25 5.02 -3.53
H -7.53 4.89 -1.89
H -6.69 4.16 -3.30
H -9.69 0.99 -2.22
H -8.89 -0.84 -0.70
H -6.70 -1.91 0.36
H -4.66 -1.65 3.22
H -6.33 -1.87 3.78
H -3.82 -2.91 1.46
H -3.88 -5.06 0.18
H -5.98 -6.48 0.25
H -7.92 -5.65 1.65
H -7.67 -3.48 2.90
H -4.09 0.44 3.20
H -4.59 2.08 2.70
H -5.09 1.45 4.28
H -5.30 1.41 0.12
H -6.07 3.23 -1.36
*
```

(2)
Formula: C24H24N4NiO3PS3
Source: the OMol25 dataset
Level of theory: the ωB97M-V functional and the def2-TZVPD basis

Calculated values
LUMO level (alpha / beta)	-2.4 / -2.8	eV
energy above the lowest of the compared OMol25 structures with the same formula, charge and spin	0.0814	eV
expectation value of S²	2.01

Structure (ORCA input):
```
! wB97M-V def2-TZVPD RIJCOSX def2/J DEFGRID3
* xyz 1 3
Ni -1.10 -0.33 -0.23
N -1.17 -0.34 2.24
N -1.90 -1.41 2.76
C -2.64 -2.21 1.97
N -3.38 -3.13 2.60
S -2.64 -2.14 0.29
H -0.25 -0.31 2.67
H -1.68 0.52 2.40
H -2.04 -1.45 3.76
H -3.34 -3.27 3.59
H -3.92 -3.77 2.04
O -0.79 0.56 -2.18
S -0.14 -0.67 -2.76
O -0.46 -0.93 -4.13
O -0.43 -1.75 -1.79
C 1.60 -0.29 -2.67
C 2.33 -0.30 -3.85
C 3.65 0.10 -3.83
C 4.24 0.53 -2.65
C 3.50 0.54 -1.48
C 2.18 0.11 -1.46
P 1.25 0.03 0.10
C 2.02 -1.34 1.03
C 3.37 -1.37 1.40
C 3.88 -2.46 2.07
C 3.07 -3.55 2.37
C 1.74 -3.54 1.98
C 1.22 -2.44 1.31
C 1.60 1.59 0.96
C 0.92 2.71 0.46
C 1.11 3.95 1.05
C 1.97 4.08 2.14
C 2.62 2.97 2.65
C 2.44 1.72 2.06
H 1.84 -0.61 -4.76
H 4.22 0.08 -4.75
H 5.26 0.88 -2.65
H 3.95 0.92 -0.57
H 4.02 -0.54 1.15
H 4.93 -2.47 2.35
H 3.48 -4.41 2.89
H 1.11 -4.40 2.18
H 0.19 -2.47 0.97
H 0.25 2.60 -0.38
H 0.59 4.81 0.65
H 2.11 5.05 2.60
H 3.28 3.07 3.50
H 2.94 0.86 2.48
S -2.62 1.51 0.29
C -3.83 1.32 -0.91
N -3.51 0.98 -2.17
C -4.40 0.82 -3.17
C -5.73 1.03 -2.94
C -6.12 1.40 -1.65
C -5.20 1.54 -0.65
H -2.51 0.81 -2.36
H -3.99 0.52 -4.12
H -6.45 0.90 -3.74
H -7.17 1.57 -1.44
H -5.49 1.82 0.35
*
```

(3)
Formula: C24H24NO6S2
Source: the OMol25 dataset
Level of theory: the ωB97M-V functional and the def2-TZVPD basis

Calculated values
LUMO level	2.5	eV

Structure (ORCA input):
```
! wB97M-V def2-TZVPD RIJCOSX def2/J DEFGRID3
* xyz -1 1
C -0.49 -1.73 6.60
C 0.34 -1.28 5.43
C 1.63 -0.79 5.64
C 2.41 -0.35 4.56
C 1.87 -0.40 3.27
S 2.91 -0.01 1.87
N 1.84 0.90 0.95
C 2.20 1.60 -0.09
C 2.14 3.05 -0.07
C 2.76 3.86 -1.04
C 2.61 5.24 -1.01
C 1.96 5.85 0.07
C 1.39 5.06 1.09
C 1.44 3.67 0.99
O 3.96 0.87 2.34
O 3.22 -1.23 1.18
C 0.57 -0.87 3.05
C -0.18 -1.32 4.13
H -1.42 -2.21 6.26
H 0.04 -2.46 7.22
H -0.76 -0.89 7.25
H 2.05 -0.76 6.65
H 3.42 0.02 4.71
H 2.67 1.10 -0.95
H 3.38 3.37 -1.80
H 3.01 5.84 -1.83
H 1.88 6.94 0.12
H 0.91 5.51 1.96
H 0.97 3.01 1.72
H 0.17 -0.89 2.03
H -1.19 -1.72 3.97
C -1.19 -2.98 -0.48
C 0.16 -2.41 -0.82
O -0.05 -1.08 -1.36
C 1.07 -0.50 -1.88
C 0.77 0.89 -2.17
S 1.42 1.76 -3.49
C 0.46 1.59 -5.03
C 0.74 0.58 -5.96
C 0.02 0.51 -7.16
C -1.01 1.42 -7.41
C -1.30 2.42 -6.48
C -0.56 2.51 -5.30
O 1.18 3.15 -3.12
O 2.74 1.29 -3.84
O 2.14 -1.09 -2.00
H -1.06 -3.93 0.02
H -1.75 -2.31 0.18
H -1.74 -3.16 -1.41
H 0.79 -2.33 0.07
H 0.66 -3.05 -1.56
H -0.07 1.37 -1.69
H 1.52 -0.14 -5.74
H 0.27 -0.25 -7.89
H -1.58 1.36 -8.34
H -2.08 3.15 -6.67
H -0.78 3.28 -4.56
*
```

(4)
Formula: C24H24O8
Source: the OMol25 dataset
Level of theory: the ωB97M-V functional and the def2-TZVPD basis

Calculated values
LUMO level	0.3	eV
energy above the lowest of the compared OMol25 structures with the same formula, charge and spin	3.1549	eV
SMILES	Oc1ccc(O)cc1.Oc1ccc(O)cc1.Oc1ccc(O)cc1.Oc1ccc(O)cc1

Structure (ORCA input):
```
! wB97M-V def2-TZVPD RIJCOSX def2/J DEFGRID3
* xyz 0 1
O -25.21 28.88 -1.16
C -26.00 28.76 -0.10
C -26.58 27.50 0.11
C -27.64 27.42 1.09
C -28.06 28.60 1.66
O -29.08 28.69 2.57
C -27.34 29.79 1.46
C -26.27 29.88 0.67
H -25.37 28.14 -1.75
H -26.34 26.61 -0.45
H -28.14 26.51 1.38
H -29.49 29.55 2.73
H -27.59 30.69 2.00
H -25.74 30.82 0.58
O -23.69 22.32 -3.92
C -24.11 23.61 -3.75
C -23.29 24.53 -3.23
C -23.75 25.89 -3.19
C -25.08 26.18 -3.44
O -25.63 27.37 -3.40
C -25.99 25.14 -3.80
C -25.46 23.85 -3.94
H -23.61 21.86 -4.76
H -22.28 24.46 -2.87
H -23.02 26.67 -3.04
H -26.16 27.45 -4.19
H -27.03 25.32 -4.02
H -26.17 23.14 -4.34
O -22.80 25.32 3.22
C -22.12 25.44 2.03
C -21.63 26.70 1.68
C -21.00 26.79 0.41
C -20.82 25.65 -0.35
O -20.19 25.67 -1.57
C -21.33 24.47 0.07
C -22.15 24.40 1.14
H -23.70 25.07 3.00
H -21.67 27.44 2.47
H -20.63 27.78 0.19
H -19.71 26.47 -1.81
H -21.19 23.62 -0.58
H -22.46 23.45 1.56
O -25.26 20.27 -6.52
C -24.35 21.12 -7.02
C -24.67 22.42 -7.34
C -23.61 23.31 -7.58
C -22.32 22.84 -7.51
O -21.26 23.64 -7.78
C -22.05 21.52 -7.01
C -23.06 20.64 -6.87
H -26.13 20.46 -6.89
H -25.63 22.87 -7.51
H -23.69 24.33 -7.92
H -21.70 24.47 -7.94
H -21.08 21.08 -6.82
H -22.79 19.63 -6.58
*
```